Formula: C41H70CaCl3F4N4NaO5S2
Source: the OMol25 dataset
Level of theory: ωB97M-V with the def2-TZVPD basis set

XYZ file:
```
131
Properties=species:S:1:pos:R:3:lowdin_charge:R:1
Ca -1.29 -2.44 -1.26 1.5875
Cl 5.67 -1.69 -4.62 0.5293
Cl 7.82 -1.41 -6.59 0.5302
Cl 2.04 -2.58 6.69 -0.2711
S 2.07 -1.68 -0.99 1.1216
S 6.54 2.01 -2.77 0.5752
Na -0.31 0.93 5.54 0.7263
F -2.70 -0.62 -3.15 -0.1389
F -1.99 2.03 -1.41 -0.4878
F 0.47 -2.12 -7.06 -0.6955
F -3.16 -0.03 -5.79 -0.6741
O 7.18 0.61 -2.32 -0.1644
O -4.15 0.04 0.42 -0.2279
O 1.57 0.97 4.21 -0.1492
O 7.31 2.43 -3.90 -0.2664
O 6.60 2.89 -1.64 -0.2716
N -0.54 3.87 0.56 0.0166
N 1.48 -2.79 -4.90 0.1295
N -7.06 -0.32 1.22 -0.2676
N 2.93 1.05 -0.39 0.1379
C -1.01 -1.44 4.05 -0.0584
C 1.66 0.25 3.01 -0.1789
C 0.35 -2.32 -4.58 -0.2346
C -5.81 -0.40 2.07 -0.0743
C 0.50 -1.79 3.97 -0.1885
C 2.60 2.40 2.18 -0.1003
C 1.56 2.07 -2.18 -0.1667
C -0.63 -3.06 1.28 -0.1038
C 4.05 2.86 -3.45 -0.1802
C 2.00 0.95 -1.48 -0.2198
C 0.56 -0.46 -2.85 -0.1848
C -1.05 0.59 -4.48 -0.0997
C 1.35 -1.62 1.59 -0.1675
C 2.38 -5.02 0.73 -0.0654
C 1.18 -1.04 2.84 -0.1008
C 1.96 -0.93 0.59 -0.3382
C -2.33 0.65 -3.62 -0.2262
C -6.24 -1.91 -0.61 -0.0489
C 0.07 0.65 -3.49 -0.1498
C 0.03 -1.85 -3.16 -0.2874
C 2.09 3.46 -1.92 -0.1193
C -3.31 1.01 -0.23 -0.1303
C -7.13 2.26 1.00 -0.0397
C -4.61 0.43 1.68 -0.2217
C 7.39 -1.34 -4.88 -1.0167
C 1.32 3.27 2.09 -0.1389
C 2.23 0.97 1.96 -0.0991
C 1.51 -0.29 -1.86 -0.3777
C 2.39 0.37 0.72 -0.1913
C -7.83 0.97 1.41 -0.1554
C 0.87 -2.97 1.14 -0.3927
C 3.98 -1.43 4.63 -0.1463
C 4.90 1.62 -3.23 -0.2487
C 0.61 1.89 -3.16 0.0500
C -7.97 -1.39 1.73 0.0037
C 1.70 -4.12 1.76 -0.1591
C 3.60 3.56 -2.16 -0.1724
C 0.38 2.79 0.98 -0.2852
C 3.91 0.11 4.67 -0.1930
C -6.83 -0.56 -0.26 -0.1486
C 2.57 0.54 5.21 -0.1781
H -1.15 3.47 -0.15 0.0334
H -5.30 -2.10 -0.09 0.0637
H 7.60 -0.34 -4.51 -0.0076
H 0.78 3.15 3.02 0.0958
H -1.03 -3.63 0.44 0.0144
H 4.64 0.41 5.42 0.1131
H 4.42 -1.82 3.72 0.0707
H -3.91 1.61 -0.92 0.1108
H 1.58 4.14 -2.59 0.1238
H 2.19 -0.24 5.88 0.0261
H -1.27 -0.87 3.17 0.0679
H -2.05 1.35 -2.64 0.0685
H 6.48 0.01 -2.01 0.0840
H -6.93 -2.73 -0.40 0.0790
H 3.38 2.74 1.50 0.1179
H 0.25 2.76 -3.70 0.1368
H 3.85 4.61 -2.24 0.1172
H -0.41 -2.20 -5.36 0.0905
H 3.45 -5.02 0.87 0.0790
H 4.19 3.18 -1.33 0.0826
H 1.01 -1.66 4.91 -0.0434
H -1.58 -2.36 4.06 0.0766
H 4.95 1.05 -4.16 0.0892
H 0.60 -2.83 3.72 0.0949
H 2.20 -4.70 -0.30 0.0601
H 2.05 -2.79 -4.04 0.0380
H 4.21 0.60 3.76 0.1061
H -2.80 1.67 0.47 0.0908
H 3.05 2.03 -0.20 0.0798
H -1.06 -1.84 -3.06 0.0115
H -1.07 -2.05 1.30 0.0844
H 1.92 3.75 -0.88 0.0929
H -8.74 0.85 0.82 0.1315
H -1.05 -0.29 -5.10 0.0903
H -8.86 -1.41 1.11 0.1194
H -6.49 2.64 1.79 0.0779
H 4.68 3.58 -3.98 0.1179
H -0.22 1.95 1.34 0.1094
H -7.46 -2.34 1.70 0.1020
H -6.03 -1.92 -1.67 0.1060
H -5.52 -1.45 2.06 0.1284
H 1.00 -3.08 0.08 -0.0064
H 7.97 -2.07 -4.34 0.0273
H -1.01 -3.55 2.16 0.0967
H 2.49 -3.63 2.31 0.1132
H -6.21 0.24 -0.64 0.1179
H 1.14 -4.68 2.50 0.1138
H 3.24 2.64 -4.14 0.1236
H 0.92 2.47 0.10 0.0640
H 1.58 4.31 1.92 0.1123
H -1.01 1.49 -5.07 0.1284
H -2.58 0.48 -0.82 0.0555
H -7.81 -0.46 -0.73 0.1404
H 2.04 -6.04 0.80 0.0722
H 0.02 4.53 0.04 0.0540
H 2.98 -1.83 4.85 -0.0716
H -1.22 -0.89 4.96 0.0399
H -3.19 1.06 -4.16 0.0888
H 4.61 -1.77 5.44 0.0606
H -6.12 -0.14 3.08 0.1422
H 2.99 2.52 3.18 0.1109
H -4.81 1.50 1.72 0.1081
H 2.73 1.41 5.85 0.1225
H -8.10 1.02 2.46 0.1309
H -8.24 -1.15 2.76 0.1116
H -3.82 0.22 2.43 0.1271
H 0.40 -2.60 -2.47 0.0086
H -7.89 3.03 0.84 0.0959
H -6.56 2.18 0.08 0.0868
H 4.49 0.95 -2.49 0.0884
```

For the total energy, the calculation gives -5615.30893 hartree. As for the charge: 0. As for the largest force on an atom: 4.262 eV/A. Its multiplicity is 1. The calculation puts the frontier orbital gap at 0.09310 Eh.